Record 1
DFT (the ωB97M-V functional and the def2-TZVPD basis) results for a cluster of 2 separate species, C3H7BO in total.

Each line ends with the Mulliken charge.
CARTESIAN COORDINATES (ANGSTROEM)
B 0.03167 -0.47512 -0.18114  -0.06
C -0.92358 2.53343 1.26807  0.03
C -0.83045 -1.01972 -1.31075  -0.72
C 1.44791 -0.78485 0.42707  -0.76
O -0.03794 2.75820 2.06205  -0.31
H -1.37099 3.36510 0.76445  0.23
H -1.89619 -0.87800 -1.03520  0.26
H -0.74420 -2.18797 -1.36715  0.25
H -0.64303 -0.57105 -2.44257  0.25
H 1.59695 -0.08102 1.22244  0.26
H 2.21145 -0.91637 -0.34948  0.29
H 1.15839 -1.74263 0.94221  0.27

Cartesian forces (eV/Å) of the 3 atoms listed first:
0.9191 0.5319 0.3494
3.1206 -0.4278 2.5411
-0.7249 -1.3169 -2.4551

## Properties
- Energy above the lowest of the compared OMol25 structures with the same formula, charge and spin: 111.4 kcal/mol
- Energy: -218.406147 Eh
- E_LUMO (alpha / beta): 0.2 / 0.1 eV
- Highest occupied orbital energy (alpha / beta): -0.3091 / -0.2386 Eh
- Charge: 0
- HOMO-LUMO gap (alpha / beta): 8.6 / 6.6 eV

---

Record 2
DFT (the ωB97M-V functional and the def2-TZVPD basis) results for an isolated molecule of C19H19Cl4N3O2S.

Each line ends with the Mulliken charge.
CARTESIAN COORDINATES (ANGSTROEM)
C -4.80895 -2.83798 2.28282  -1.41
C -5.25591 -1.55077 1.60144  -0.15
C -4.38089 -1.08413 0.46741  0.38
C -4.84238 -0.05898 -0.35634  -0.73
C -4.07740 0.42604 -1.39393  -0.75
C -2.81544 -0.10952 -1.63999  0.66
O -2.11521 0.46202 -2.68359  -0.56
C -0.81107 0.00476 -2.92711  -0.68
C 0.16901 0.35583 -1.80594  0.52
O 1.17840 -0.28598 -1.59834  -0.70
N -0.19471 1.47167 -1.13476  0.04
C 0.44163 1.98921 0.05321  -1.93
N 1.83152 1.68340 0.09607  0.15
C 2.78269 2.65291 0.04084  0.15
S 2.42764 4.26461 0.01574  -0.44
N 4.07699 2.25738 0.00116  -0.08
C 4.62457 0.97767 0.12784  0.20
C 5.80444 0.69446 -0.56006  -0.52
C 6.39871 -0.54696 -0.45825  -0.71
C 5.81642 -1.51930 0.34123  0.33
Cl 6.55049 -3.07675 0.46557  -0.22
C 4.66016 -1.24385 1.05352  -0.79
C 4.06926 0.00131 0.95362  0.07
C -0.24765 1.41858 1.32373  0.72
Cl -1.99276 1.76070 1.26589  -0.10
Cl -0.01202 -0.33367 1.42826  -0.12
Cl 0.45559 2.18323 2.75804  -0.10
C -2.34464 -1.13431 -0.83601  -0.37
C -3.12695 -1.61047 0.20565  -0.57
H -4.71966 -3.64536 1.55945  0.36
H -3.85234 -2.70504 2.78242  0.30
H -5.54169 -3.12997 3.03186  0.38
H -5.30322 -0.75041 2.34729  0.25
H -6.27064 -1.68480 1.21597  0.38
H -5.81807 0.36810 -0.17454  0.39
H -4.43512 1.22144 -2.02870  0.42
H -0.48421 0.51763 -3.83776  0.36
H -0.77218 -1.07574 -3.10898  0.39
H -1.07773 1.89163 -1.39484  0.35
H 0.33507 3.08821 0.07697  0.68
H 2.06604 0.74790 -0.23961  0.59
H 4.72619 3.00680 -0.20080  0.29
H 6.25388 1.45466 -1.18152  0.39
H 7.30754 -0.76298 -0.99692  0.41
H 4.22641 -1.99702 1.69156  0.42
H 3.19726 0.21948 1.54827  0.52
H -1.37138 -1.57194 -0.99476  0.51
H -2.72768 -2.40372 0.81691  0.30

Cartesian forces (eV/Å) of the 3 atoms listed first:
-0.1397 0.2164 -0.0552
0.0198 -0.1195 0.1140
0.0119 -0.0529 0.0365

## Properties
- Energy above the lowest of the compared OMol25 structures with the same formula, charge and spin: 0.0 kcal/mol
- Energy: -3289.178630 Eh
- Structure (SMILES): CCc1ccc(OCC(=O)N[C@H](NC(=S)Nc2ccc(Cl)cc2)C(Cl)(Cl)Cl)cc1
- E_LUMO: 0.5 eV
- Highest occupied orbital energy: -0.3068 Eh
- Charge: 0
- HOMO-LUMO gap: 8.8 eV

---

Record 3
DFT (the ωB97M-V functional and the def2-TZVPD basis) results for a structure of composition C12H4Cl5S2V.

Each line ends with the Mulliken charge.
CARTESIAN COORDINATES (ANGSTROEM)
V 0.07588 -0.00041 0.05172  -0.30
S -1.29545 1.56484 -0.28592  -0.08
C -0.32251 1.46940 -1.75628  0.78
C 0.23248 2.64301 -2.30538  -0.60
C 1.02951 2.55194 -3.41505  -0.55
C 1.37442 1.29372 -3.95842  -0.55
C 0.91996 0.13460 -3.38854  -0.60
C 0.02408 0.20453 -2.30247  0.78
S -0.51588 -1.28090 -1.51556  -0.08
H -0.01148 3.60056 -1.86398  0.44
H 1.41621 3.45153 -3.87475  0.42
H 2.01971 1.24987 -4.82549  0.42
H 1.20383 -0.83414 -3.77873  0.44
Cl 1.97045 -0.06697 1.40691  -0.24
C 0.53184 -0.79727 2.18321  1.58
C -0.70535 -0.83372 1.48384  -0.58
C -1.83341 -1.40555 2.09058  0.67
Cl -3.28401 -1.42369 1.21189  -0.08
C -1.72594 -1.92969 3.36990  0.15
Cl -3.07978 -2.62418 4.11243  -0.09
C -0.48307 -1.88093 4.04370  0.71
Cl -0.36316 -2.51875 5.59001  -0.05
C 0.67060 -1.30782 3.45043  -0.50
Cl 2.15104 -1.25996 4.27596  -0.10

Cartesian forces (eV/Å) of the 3 atoms listed first:
0.4910 0.1449 -0.0418
-0.0730 0.1735 -0.0968
-0.1482 -0.1620 0.1126

## Properties
- Energy: -4500.321689 Eh
- E_LUMO: -9.8 eV
- Highest occupied orbital energy: -0.5993 Eh
- Charge: +2
- HOMO-LUMO gap: 6.5 eV

---

Record 4
DFT (the ωB97M-V functional and the def2-TZVPD basis) results for a structure of composition C38H42AlN2OP2S2.

Each line ends with the Mulliken charge.
CARTESIAN COORDINATES (ANGSTROEM)
Al 0.33321 -0.13518 0.50554  -0.66
C 3.14720 -1.23081 -1.65532  -0.81
C 1.69003 -1.39865 -2.09673  -1.15
P 0.62291 0.07463 -1.84168  1.29
C 1.59553 1.52841 -2.23470  0.63
C 2.33425 1.56763 -3.42109  -0.41
C 3.05266 2.70286 -3.74909  -0.73
C 3.03145 3.80604 -2.90145  -0.72
C 2.29316 3.77646 -1.72818  -0.75
C 1.57167 2.63819 -1.39596  0.02
C -0.80552 -0.06639 -2.91276  0.83
C -0.69478 -0.57824 -4.20562  -0.63
C -1.79946 -0.57359 -5.04353  -0.84
C -3.00734 -0.05307 -4.60115  -0.65
C -3.12046 0.46687 -3.31920  -0.77
C -2.02004 0.45983 -2.47753  -0.39
C 3.40457 -1.45022 -0.16085  -1.58
P 2.67508 -0.26627 1.02689  1.76
C 3.57477 1.28820 0.94306  0.72
C 3.19409 2.30996 1.81466  -0.38
C 3.87293 3.51494 1.80180  -0.88
C 4.93065 3.70661 0.92052  -0.63
C 5.31180 2.69308 0.05446  -0.87
C 4.63584 1.48079 0.06189  -0.31
C 2.88144 -0.97903 2.66631  0.75
C 1.96077 -0.68314 3.67134  -0.01
C 2.16292 -1.15329 4.96020  -0.80
C 3.28127 -1.92423 5.24777  -0.67
C 4.20429 -2.21764 4.25261  -0.75
C 4.01390 -1.74049 2.96551  -0.70
H 3.52712 -0.25838 -1.96743  0.11
H 3.74076 -1.97306 -2.19172  0.55
H 1.21821 -2.22382 -1.55191  0.22
H 1.63275 -1.67892 -3.15041  0.79
H 2.35074 0.71797 -4.09421  0.39
H 3.62159 2.73318 -4.66698  0.48
H 3.58526 4.69528 -3.16735  0.46
H 2.27037 4.63706 -1.07604  0.53
H 0.98286 2.64364 -0.48232  0.08
H 0.23815 -0.98191 -4.57539  0.29
H -1.71559 -0.97333 -6.04351  0.46
H -3.86142 -0.04455 -5.26323  0.44
H -4.05997 0.88464 -2.98691  0.47
H -2.09866 0.90694 -1.49010  0.45
H 4.48210 -1.44503 0.02904  0.87
H 3.04707 -2.43942 0.14645  0.50
H 2.38941 2.16138 2.52787  0.40
H 3.59109 4.30078 2.48835  0.47
H 5.46811 4.64404 0.92107  0.46
H 6.14381 2.83819 -0.61996  0.49
H 4.95888 0.70251 -0.61312  0.28
H 1.08818 -0.07069 3.46472  0.28
H 1.45596 -0.91494 5.74179  0.48
H 3.44224 -2.28874 6.25220  0.45
H 5.07973 -2.80837 4.48129  0.47
H 4.75530 -1.96166 2.20999  0.37
C -6.27648 -4.92159 0.74735  -1.48
C -4.85225 -4.46284 0.77642  0.72
C -3.89555 -5.03298 -0.05453  -0.87
C -2.57012 -4.62557 0.00003  -0.61
C -2.20751 -3.63940 0.91018  0.83
C -3.14792 -3.04215 1.75679  -0.25
C -4.45775 -3.45676 1.67386  -0.93
S -0.51245 -3.26678 0.96846  0.12
C -0.11125 -3.46419 2.68659  -0.92
O -0.38622 -1.72520 0.71705  0.69
H -6.48271 -5.53428 -0.12636  0.39
H -6.96131 -4.07441 0.74921  0.38
H -6.49280 -5.51680 1.63604  0.35
H -4.18437 -5.80630 -0.75212  0.40
H -1.83359 -5.07589 -0.65020  0.47
H -2.85525 -2.28435 2.47238  0.35
H -5.20218 -3.02276 2.32914  0.51
H -0.81239 -2.90787 3.30484  0.34
H 0.91292 -3.13017 2.83638  0.27
H -0.18938 -4.53253 2.88239  0.52
S -0.56392 1.56767 1.71282  -0.43
C -2.27395 1.34662 1.90944  0.53
N -2.93715 2.08098 2.77874  -0.20
C -4.38979 1.86009 2.69999  -0.59
C -4.49307 0.73614 1.64223  -0.31
N -3.08424 0.52168 1.26207  0.16
H -2.49851 2.78774 3.34932  0.22
H -4.88903 2.77767 2.39233  0.33
H -4.77164 1.55118 3.67116  0.36
H -5.07148 1.03582 0.76996  0.36
H -4.91245 -0.17947 2.05381  0.12
H -2.79552 -0.02002 0.46436  -0.02

Cartesian forces (eV/Å) of the 3 atoms listed first:
0.1596 -0.1056 -0.0952
0.0550 -0.0064 0.0060
-0.0985 -0.0517 -0.0766

## Properties
- Energy above the lowest of the compared OMol25 structures with the same formula, charge and spin: 0.0 kcal/mol
- Energy: -3378.780021 Eh
- E_LUMO: -7.7 eV
- Highest occupied orbital energy: -0.5973 Eh
- Charge: +3
- HOMO-LUMO gap: 8.6 eV

---

Record 5
DFT (the ωB97M-V functional and the def2-TZVPD basis) results for a structure of composition H24O12Xe.

Each line ends with the Mulliken charge.
CARTESIAN COORDINATES (ANGSTROEM)
Xe -0.75364 0.78552 -0.35962  0.01
O -3.66873 2.47406 -2.71199  -0.61
H -3.42260 3.37338 -2.92852  0.31
H -3.01291 1.93320 -3.15200  0.30
O 0.82838 -1.90195 -2.16374  -0.74
H 1.43036 -1.58923 -1.48842  0.42
H 1.37626 -2.42234 -2.75131  0.32
O 2.59757 -0.68026 -0.38232  -0.71
H 2.30401 -0.64119 0.52792  0.37
H 2.43895 0.19985 -0.72360  0.31
O -0.40305 -3.65145 -0.59280  -0.67
H -0.06013 -2.95407 -1.15165  0.32
H -0.52012 -3.23790 0.26248  0.47
O -0.35751 -2.44289 1.73684  -0.71
H 0.41248 -1.87515 1.76867  0.41
H -1.05985 -1.91635 2.11857  0.35
O -2.25778 -2.17368 -2.62527  -0.61
H -2.04665 -2.48722 -3.50467  0.31
H -1.41176 -1.93648 -2.24551  0.27
O 2.51613 2.53925 0.89577  -0.59
H 3.17804 2.39495 1.57199  0.29
H 2.96290 3.06265 0.23043  0.31
O 1.17400 0.25543 -4.04899  -0.63
H 0.39743 0.79568 -3.90302  0.29
H 1.13107 -0.41553 -3.36767  0.41
O 1.67514 -0.68931 2.25249  -0.69
H 2.40408 -1.03910 2.76487  0.30
H 1.13000 -0.23141 2.89232  0.33
O -0.34380 0.77810 3.54479  -0.71
H -0.24641 1.72398 3.65460  0.33
H -1.00768 0.68287 2.86185  0.27
O 0.47155 4.52310 1.64424  -0.62
H 0.91370 3.80896 1.18519  0.32
H 0.15749 5.09861 0.94683  0.30
O -2.59065 -0.67981 2.35784  -0.58
H -3.29585 -0.33969 1.80715  0.27
H -3.04043 -1.12458 3.07625  0.28

Cartesian forces (eV/Å) of the 3 atoms listed first:
-0.0512 0.0490 -0.0257
-0.1330 -0.0179 0.1776
0.0101 0.2532 -0.0462

## Properties
- Energy above the lowest of the compared OMol25 structures with the same formula, charge and spin: 13.4 kcal/mol
- Energy: -1246.635479 Eh
- E_LUMO: -0.2 eV
- Highest occupied orbital energy: -0.3465 Eh
- Charge: 0
- HOMO-LUMO gap: 9.2 eV

---

Record 6
DFT (the ωB97M-V functional and the def2-TZVPD basis) results for a cluster of 6 separate species, H12O6 in total.

Each line ends with the Mulliken charge.
CARTESIAN COORDINATES (ANGSTROEM)
O -0.11501 0.12747 0.33584  -0.63
H 0.63013 0.80596 0.32375  0.33
H 0.07582 -0.60241 0.93761  0.29
O 0.21300 -3.35402 2.42931  -0.62
H 0.49774 -2.40228 2.42120  0.31
H 0.23157 -3.71089 1.56422  0.32
O 1.03443 3.66429 0.73559  -0.57
H 1.66115 4.29826 0.32790  0.29
H 1.46799 3.04047 1.23196  0.27
O 4.15462 -1.69220 -1.73624  -0.65
H 3.48319 -1.01282 -2.08126  0.33
H 4.16879 -2.31999 -2.46825  0.32
O -4.76809 -1.42889 -1.30270  -0.64
H -4.19510 -1.53260 -0.52121  0.32
H -4.27835 -1.82415 -2.02695  0.32
O -1.09810 2.96217 0.00330  -0.60
H -1.66630 2.64790 -0.77910  0.31
H -1.49748 2.33371 0.60502  0.29

Cartesian forces (eV/Å) of the 3 atoms listed first:
0.9302 1.1267 -0.1946
-1.4561 -1.5587 0.2534
0.3910 0.4666 -0.1231

## Properties
- Energy above the lowest of the compared OMol25 structures with the same formula, charge and spin: 63.6 kcal/mol
- Energy: -458.571117 Eh
- Structure (SMILES): O.O.O.O.O.O
- E_LUMO: 0.0 eV
- Highest occupied orbital energy: -0.3928 Eh
- Charge: 0
- HOMO-LUMO gap: 10.7 eV